{
  "formula": "C52H29I4MnN4O4",
  "method": "the ωB97M-V functional and the def2-TZVPD basis",
  "total_charge": -1,
  "s2": 9.04,
  "e_lumo_ha": [0.0544, 0.0468],
  "multiplicity": 6,
  "total_energy_ha": -4860.72164,
  "gap_ev": [5.0, 5.1],
  "e_above_lowest_kj_mol": 638.4,
  "species": ["Mn", "I", "C", "C", "C", "C", "C", "C", "C", "C", "C", "C", "C", "C", "C", "C", "C", "C", "I", "C", "C", "C", "N", "C", "C", "C", "C", "C", "C", "I", "C", "C", "C", "C", "C", "C", "N", "C", "C", "C", "C", "C", "N", "C", "C", "C", "C", "I", "C", "C", "C", "C", "N", "H", "H", "H", "H", "H", "H", "H", "H", "H", "H", "H", "H", "H", "H", "H", "H", "H", "H", "H", "H", "H", "H", "H", "H", "O", "C", "O", "C", "C", "C", "C", "O", "C", "O", "C", "C", "H", "H", "H", "H", "H"],
  "xyz": [[-0.50, 0.77, -0.05], [-9.91, -1.07, -1.83], [-7.87, -0.73, -1.54], [-7.32, -0.91, -0.28], [-5.97, -0.66, -0.09], [-5.16, -0.22, -1.13], [-5.73, -0.07, -2.39], [-7.08, -0.31, -2.60], [-3.72, 0.07, -0.90], [-2.88, -1.05, -0.58], [-3.28, -2.38, -0.61], [-2.12, -3.17, -0.43], [-1.12, -2.26, -0.29], [1.27, -1.86, -0.86], [1.60, -2.38, -2.11], [0.92, -3.45, -2.74], [1.30, -3.93, -3.98], [2.36, -3.36, -4.66], [2.93, -4.09, -6.54], [3.05, -2.30, -4.08], [2.69, -1.82, -2.84], [1.90, -0.99, 0.09], [1.16, 0.02, 0.68], [1.89, 0.52, 1.73], [1.44, 1.69, 2.47], [1.65, 1.83, 3.89], [2.24, 0.81, 4.67], [2.42, 0.93, 6.03], [2.00, 2.08, 6.69], [2.28, 2.27, 8.74], [1.36, 3.08, 5.97], [1.18, 2.95, 4.61], [0.90, 2.74, 1.67], [1.20, 4.11, 1.73], [0.76, 4.69, 0.55], [0.13, 3.69, -0.20], [0.21, 2.51, 0.50], [-0.73, 3.88, -1.35], [-1.86, 3.07, -1.43], [-3.19, 3.48, -1.79], [-4.03, 2.46, -1.55], [-3.25, 1.34, -1.11], [-1.92, 1.75, -0.99], [-0.43, 4.94, -2.33], [-1.28, 5.31, -3.38], [-0.94, 6.28, -4.31], [0.30, 6.90, -4.23], [0.82, 8.37, -5.62], [1.20, 6.52, -3.26], [0.84, 5.55, -2.33], [3.11, -0.14, 1.79], [3.11, -1.10, 0.75], [-1.51, -0.96, -0.35], [-7.93, -1.24, 0.55], [-5.53, -0.80, 0.89], [-5.11, 0.25, -3.22], [-7.51, -0.19, -3.59], [-4.28, -2.73, -0.81], [-2.01, -4.24, -0.43], [0.06, -3.90, -2.25], [0.74, -4.75, -4.43], [3.89, -1.85, -4.60], [3.25, -1.00, -2.41], [2.54, -0.11, 4.18], [2.89, 0.12, 6.58], [0.99, 3.96, 6.48], [0.63, 3.72, 4.09], [1.77, 4.59, 2.51], [0.83, 5.73, 0.28], [-3.47, 4.49, -2.04], [-5.11, 2.46, -1.63], [-2.22, 4.81, -3.52], [-1.63, 6.53, -5.10], [2.19, 6.95, -3.22], [1.58, 5.23, -1.62], [3.91, 0.09, 2.47], [3.88, -1.82, 0.52], [0.01, -2.38, 2.15], [0.62, -2.94, 1.31], [0.22, -2.65, -0.12], [1.71, -3.92, 1.40], [2.12, -4.71, 0.34], [3.17, -5.61, 0.49], [3.77, -5.66, 1.72], [4.83, -6.43, 2.10], [5.01, -6.20, 3.50], [4.15, -5.13, 3.88], [3.36, -4.88, 2.78], [2.32, -3.99, 2.67], [1.62, -4.64, -0.62], [3.51, -6.22, -0.34], [6.04, -5.91, 3.69], [4.73, -7.10, 4.05], [2.00, -3.36, 3.48]]
}